# C50H41NO4P3ReSSe3Te

C50H41NO4P3ReSSe3Te as an isolated structure (ωB97M-V/def2-TZVPD, the OMol25 dataset).

Calculated values
Spin multiplicity: 4
Total charge: -1
Gap between HOMO and LUMO (alpha / beta) (eV): 6.0 / 6.1
Expectation value of S²: 3.78

```
105
Properties=species:S:1:pos:R:3:forces:R:3
Re 1.696035 1.685996 -0.698289 0.0 -0.2 0.8
O -0.610275 2.070552 -0.845961 0.6 -0.6 0.0
P -2.065949 2.341362 -0.900455 -0.2 0.5 0.1
C -3.087139 0.989286 -1.529933 0.2 0.0 -0.1
P -2.484186 -0.632281 -0.969963 -0.1 -0.1 0.2
O -1.207670 -0.985809 -1.608030 0.2 -0.1 -0.2
C -2.432149 -0.486188 0.815502 0.1 -0.1 0.0
C -3.567588 -0.313264 1.606826 0.0 0.0 0.1
C -3.427159 -0.084502 2.965026 0.1 0.0 0.0
C -2.154487 -0.010030 3.527183 -0.1 0.0 -0.1
C -1.025206 -0.169933 2.740478 -0.1 0.0 0.1
C -1.160739 -0.415872 1.380442 -0.2 0.0 -0.1
C -3.807083 -1.786998 -1.432202 0.0 0.0 0.0
C -4.396454 -2.684002 -0.547273 0.0 0.0 0.0
C -5.310895 -3.622826 -1.008132 0.0 0.0 0.0
C -5.634414 -3.675728 -2.354962 0.0 0.0 0.0
C -5.032167 -2.799019 -3.248806 0.0 0.0 0.0
C -4.117510 -1.865592 -2.790742 0.0 0.0 0.0
C -2.643720 2.787461 0.744701 0.0 0.1 0.0
C -3.988123 3.001333 1.040567 0.0 0.1 0.0
C -4.357190 3.440382 2.299836 0.0 0.0 0.0
C -3.381982 3.673783 3.263570 0.0 0.0 0.0
C -2.043360 3.465025 2.969903 -0.1 0.0 0.0
C -1.665596 3.021810 1.707989 0.0 -0.1 0.0
C -2.459557 3.741589 -1.971405 0.1 0.0 -0.1
C -1.659727 4.872925 -1.817008 -0.1 0.0 0.0
C -1.785006 5.936337 -2.694769 0.0 0.0 0.0
C -2.719873 5.885038 -3.719397 0.0 0.0 0.0
C -3.548272 4.780896 -3.851600 0.0 0.0 0.0
C -3.416870 3.708096 -2.981376 0.0 0.0 0.0
H -2.945461 0.991420 -2.614436 -0.1 0.0 0.0
H -4.138684 1.147216 -1.281047 0.0 0.0 0.0
H -4.556056 -0.340802 1.161268 0.0 0.0 0.0
H -4.304526 0.050094 3.584860 0.0 0.0 0.0
H -2.048418 0.189051 4.586419 0.0 0.0 0.0
H -0.032658 -0.071768 3.166193 -0.5 0.2 0.1
H -0.286763 -0.518083 0.740361 -0.1 0.1 0.0
H -4.133151 -2.658783 0.501642 0.0 0.0 0.0
H -5.764341 -4.318866 -0.313748 0.0 0.0 0.0
H -6.348596 -4.406705 -2.712714 0.0 0.0 0.0
H -5.266076 -2.853493 -4.304473 0.0 0.0 0.0
H -3.617410 -1.208608 -3.493479 0.0 0.0 0.0
H -4.747110 2.835653 0.282903 0.0 0.0 0.0
H -5.402306 3.602736 2.532447 0.0 0.0 0.0
H -3.672119 4.016866 4.249198 0.0 0.0 0.0
H -1.283336 3.638220 3.720795 0.0 0.0 0.0
H -0.621118 2.838920 1.472571 -0.1 0.0 0.1
H -0.902990 4.896729 -1.042874 0.0 0.0 0.0
H -1.129211 6.790702 -2.592138 0.0 0.0 0.0
H -2.794901 6.702746 -4.425479 0.0 0.0 0.0
H -4.286684 4.745314 -4.642672 0.0 0.0 0.0
H -4.059613 2.846615 -3.106213 0.0 0.0 0.0
O 1.505864 1.359103 3.375882 0.1 0.1 0.2
C 2.076694 1.680101 2.339201 0.2 0.0 -0.1
O 1.407141 2.053286 1.295904 0.1 0.1 0.0
C 3.593777 1.704234 2.314571 0.0 0.0 0.0
C 4.182254 1.656200 3.586871 0.0 0.0 0.0
C 5.544811 1.721557 3.781389 0.0 0.0 0.0
C 6.373892 1.841484 2.668556 0.0 0.0 0.0
C 5.824016 1.884902 1.408328 0.0 0.0 0.0
C 4.432403 1.810092 1.189060 0.0 -0.1 -0.1
S 4.036501 1.788306 -0.519808 -0.2 0.1 -0.1
H 3.509802 1.560496 4.427516 0.0 0.0 0.0
H 5.958044 1.686004 4.781475 0.0 0.0 0.0
H 7.449959 1.898125 2.787007 0.0 0.0 0.0
H 6.464319 1.974821 0.538390 0.0 0.0 0.0
Se 1.628548 1.145862 -3.068908 0.2 -0.3 -0.7
Se 0.843414 3.032453 -4.220909 -0.1 0.2 0.1
Te 2.263506 4.807339 -3.134096 0.0 -0.1 0.0
Se 1.653995 4.258993 -0.773668 0.1 0.5 0.0
N 1.811659 -0.229545 -0.213394 -0.5 0.0 -0.4
P 2.126450 -1.731226 -0.327918 0.2 0.0 0.2
C 1.999867 -2.522884 1.309240 0.0 0.0 0.1
C 2.430241 -3.830536 1.530913 0.0 0.0 0.0
C 2.359246 -4.381415 2.799907 0.0 0.0 0.0
C 1.865247 -3.624937 3.858708 0.0 0.0 0.0
C 1.450379 -2.319438 3.645715 0.0 0.0 0.0
C 1.518527 -1.768721 2.371376 0.3 0.0 -0.1
C 1.118609 -2.777396 -1.424447 0.0 0.0 0.0
C 1.193119 -2.570609 -2.800293 0.0 0.0 0.0
C 0.411363 -3.317047 -3.665916 0.0 0.0 0.0
C -0.458356 -4.277113 -3.165359 0.0 0.0 0.0
C -0.553851 -4.475138 -1.796016 0.0 0.0 0.0
C 0.228916 -3.724570 -0.929064 0.0 0.0 0.0
C 3.853566 -2.131038 -0.775098 0.0 0.1 0.1
C 4.816805 -1.515208 0.028442 0.0 0.0 0.0
C 6.165143 -1.699502 -0.220566 0.0 0.0 0.0
C 6.569333 -2.506343 -1.277956 0.0 0.0 0.0
C 5.621659 -3.134022 -2.070676 0.0 0.0 0.0
C 4.266111 -2.948710 -1.819687 0.0 -0.1 0.0
H 2.825521 -4.413594 0.706023 0.0 0.0 0.0
H 2.698758 -5.395918 2.969781 0.0 0.0 0.0
H 1.819243 -4.053284 4.852794 0.0 0.0 0.0
H 1.085177 -1.716803 4.467974 0.0 0.0 0.0
H 1.227295 -0.737521 2.197256 0.4 -0.4 -0.1
H 1.851519 -1.806193 -3.195140 0.0 0.0 0.0
H 0.475301 -3.141149 -4.733029 0.0 0.0 0.0
H -1.068410 -4.864828 -3.841445 0.0 0.0 0.0
H -1.244452 -5.210925 -1.400855 0.0 0.0 0.0
H 0.132452 -3.866917 0.139900 0.0 0.0 0.0
H 4.498224 -0.885601 0.851435 0.0 0.0 0.0
H 6.898460 -1.203256 0.402891 0.0 0.0 0.0
H 7.623919 -2.642569 -1.485276 0.0 0.0 0.0
H 5.933988 -3.768382 -2.891232 0.0 0.0 0.0
H 3.535892 -3.456020 -2.436897 0.0 0.0 0.0
```
Forces are in eV/Å.

Atom charges from the Mulliken analysis, given in e for atoms 1 to 99: 0.077, 1.717, -0.243, -1.362, 0.849, -0.099, 0.579, -0.063, -1.058, -1.389, -0.025, 0.883, 0.558, -0.336, -0.762, -0.443, -0.776, -0.488, 0.824, -0.556, -0.747, -0.557, -0.587, -0.015, 0.732, -0.662, -0.763, -0.446, -0.795, -0.442, 0.806, 0.432, 0.584, 0.383, 0.402, -0.055, -0.327, 0.368, 0.404, 0.382, 0.407, 0.309, 0.366, 0.412, 0.387, 0.473, -0.067, 0.410, 0.391, 0.372, 0.388, 0.371, -0.753, 0.694, 0.095, 0.683, -0.832, -0.725, -0.602, -1.102, 0.706, -0.417, 0.439, 0.390, 0.381, 0.467, -0.149, -0.443, -0.174, -0.411, 0.342, 0.562, 0.201, -0.241, -0.794, -0.743, -0.754, 1.522, 0.867, -0.493, -1.056, -0.634, -0.692, -0.582, 0.856, -0.743, -0.838, -0.582, -0.683, -0.298, 0.472, 0.417, 0.373, 0.491, -1.646, 0.589, 0.419, 0.403, 0.434